ORCA calculation (the ωB97M-V functional and the def2-TZVPD basis) on C29H45CoGeN6O4Sb as an isolated structure.

Properties
LUMO energy (spin up / spin down) = 4.46 / 4.46 eV
HOMO (spin up / spin down) = 0.27 / -2.27 eV
E = -148614.251 eV
Expectation value of S² = 3.80
Multiplicity = 4
Net charge = -2
Kohn-Sham gap (spin up / spin down) = 4.19 / 6.73 eV

Last column: Löwdin spin population.
Atoms and positions in Å:
Co (-1.86, 0.06, 1.39)  1.033
O (-5.03, 2.64, 2.86)  0.133
C (-3.97, 2.16, 2.47)  0.113
O (-3.92, 1.70, 1.18)  0.041
C (-2.79, 2.04, 3.28)  0.192
C (-2.72, 2.64, 4.56)  0.043
C (-1.56, 2.61, 5.27)  0.094
C (-0.39, 2.00, 4.71)  0.146
C (-0.53, 1.38, 3.48)  0.017
N (-1.69, 1.32, 2.81)  0.201
C (0.66, 0.70, 2.78)  -0.001
O (1.76, 0.72, 3.36)  0.002
O (0.39, 0.20, 1.64)  0.029
H (-3.61, 3.13, 4.93)  0.001
H (-1.50, 3.08, 6.25)  0.005
H (0.57, 2.01, 5.18)  0.010
N (-1.34, -3.05, 4.10)  0.020
C (-1.42, -1.73, 3.94)  -0.011
N (-1.67, -1.47, 2.69)  0.026
C (-1.73, -2.71, 2.07)  0.035
N (-1.53, -3.71, 2.92)  0.095
C (-1.95, -2.70, 0.66)  0.148
C (-2.06, -3.84, -0.13)  -0.001
N (-2.24, -3.83, -1.44)  0.189
C (-2.32, -2.55, -1.98)  0.137
C (-2.23, -1.42, -1.23)  0.046
N (-2.05, -1.42, 0.11)  0.279
H (-1.13, -3.57, 4.93)  0.001
H (-1.29, -1.01, 4.74)  0.000
H (-1.97, -4.81, 0.35)  -0.004
H (-2.45, -2.48, -3.06)  0.009
H (-2.28, -0.45, -1.69)  -0.001
C (1.07, -0.38, -3.73)  0.001
C (2.01, -1.29, -2.94)  0.000
C (1.40, -2.69, -2.94)  0.002
C (3.37, -1.33, -3.65)  0.000
Sb (1.70, -0.59, -0.82)  0.000
C (2.65, 1.41, -0.79)  0.000
C (3.69, 1.66, -1.88)  0.000
C (3.28, 1.72, 0.57)  0.000
C (1.44, 2.33, -0.99)  0.000
C (3.05, -1.94, 0.32)  0.000
C (2.08, -3.05, 0.74)  0.001
C (3.61, -1.28, 1.58)  0.000
C (4.20, -2.54, -0.48)  0.000
H (0.96, -0.75, -4.76)  0.000
H (1.44, 0.65, -3.79)  0.000
H (0.08, -0.35, -3.28)  0.001
H (1.26, -3.05, -3.97)  0.000
H (0.41, -2.70, -2.46)  0.002
H (2.03, -3.42, -2.42)  0.000
H (3.22, -1.68, -4.69)  0.000
H (4.07, -2.02, -3.18)  0.000
H (3.85, -0.36, -3.70)  0.000
H (4.53, 0.97, -1.81)  0.000
H (4.08, 2.68, -1.78)  0.000
H (3.26, 1.58, -2.88)  0.000
H (4.23, 1.21, 0.69)  0.000
H (2.63, 1.44, 1.41)  0.000
H (3.47, 2.80, 0.63)  0.000
H (0.96, 2.16, -1.96)  0.000
H (1.77, 3.39, -0.96)  0.000
H (0.69, 2.18, -0.21)  0.000
H (1.26, -2.65, 1.35)  0.001
H (2.61, -3.80, 1.35)  0.000
H (1.63, -3.57, -0.11)  0.000
H (2.86, -0.71, 2.13)  0.000
H (4.45, -0.63, 1.35)  0.000
H (3.99, -2.08, 2.24)  0.000
H (3.85, -3.16, -1.31)  0.000
H (4.81, -3.19, 0.18)  0.000
H (4.86, -1.77, -0.89)  0.000
C (-5.09, 1.64, -1.68)  0.000
Ge (-3.23, 2.17, -1.33)  -0.004
C (-3.25, 4.14, -1.29)  -0.002
C (-2.30, 1.75, -3.02)  0.000
C (-2.60, 1.62, 0.44)  -0.029
H (-5.48, 2.27, -2.49)  0.000
H (-5.69, 1.78, -0.78)  0.000
H (-5.15, 0.59, -1.99)  0.001
H (-3.71, 4.57, -2.19)  0.000
H (-2.22, 4.53, -1.21)  0.000
H (-3.81, 4.48, -0.41)  0.000
H (-2.79, 2.34, -3.80)  0.000
H (-2.38, 0.70, -3.28)  0.000
H (-1.25, 2.03, -2.99)  0.000
H (-2.05, 2.53, 0.73)  -0.001

---

ORCA calculation (the ωB97M-V functional and the def2-TZVPD basis) on C29H45Ge2N3RuS2Si as an isolated structure in a non-equilibrium geometry.

Properties
LUMO energy (spin up / spin down) = -10.25 / -10.44 eV
HOMO (spin up / spin down) = -16.16 / -16.08 eV
E = -180410.203 eV
Expectation value of S² = 0.77
Multiplicity = 2
Energy above the lowest of the compared OMol25 structures with the same formula, charge and spin = 0.0 kJ/mol
Net charge = +3
Kohn-Sham gap (spin up / spin down) = 5.91 / 5.64 eV

Last column: Löwdin spin population.
Atoms and positions in Å:
Ru (0.43, -0.34, 0.02)  0.735
C (1.57, -3.13, 1.58)  -0.001
C (2.80, -2.41, 1.05)  -0.001
N (2.49, -1.65, -0.17)  0.024
C (2.51, -2.44, -1.41)  0.004
C (1.30, -3.33, -1.63)  -0.001
S (-0.30, -2.49, -1.32)  0.000
C (-1.06, -3.48, 0.02)  -0.001
C (-0.89, -2.89, 1.41)  0.001
N (0.41, -2.23, 1.57)  -0.013
H (1.35, -4.01, 0.98)  0.000
H (1.79, -3.49, 2.59)  0.000
H (3.14, -1.70, 1.80)  0.000
H (3.60, -3.13, 0.87)  0.000
H (3.21, -0.94, -0.27)  0.000
H (2.58, -1.74, -2.24)  0.000
H (3.40, -3.08, -1.45)  0.001
H (1.27, -3.64, -2.67)  0.000
H (1.31, -4.22, -1.02)  0.000
H (-2.12, -3.53, -0.22)  0.000
H (-0.65, -4.48, -0.08)  0.000
H (-1.66, -2.14, 1.58)  0.001
H (-1.03, -3.69, 2.14)  -0.001
H (0.40, -1.71, 2.45)  0.000
C (-3.21, 2.57, 3.17)  0.005
Si (-1.86, 2.52, 4.47)  0.001
C (-2.41, 1.65, 6.06)  0.000
C (-1.35, 4.26, 5.03)  0.001
C (-0.25, 1.66, 3.84)  0.004
C (0.89, 1.74, 4.65)  0.000
C (2.11, 1.23, 4.23)  0.003
C (2.20, 0.69, 2.96)  -0.002
N (1.12, 0.56, 2.19)  -0.009
C (-0.07, 1.00, 2.62)  0.008
S (-1.33, 0.57, 1.50)  0.127
H (-4.02, 3.20, 3.52)  0.001
H (-3.64, 1.58, 2.97)  0.001
H (-2.87, 2.97, 2.21)  0.002
H (-3.23, 2.22, 6.50)  0.000
H (-1.60, 1.59, 6.78)  0.000
H (-2.77, 0.64, 5.84)  0.000
H (-2.25, 4.79, 5.33)  0.000
H (-0.88, 4.82, 4.22)  0.000
H (-0.67, 4.22, 5.88)  0.000
H (0.81, 2.20, 5.62)  0.000
H (2.98, 1.27, 4.87)  0.000
H (3.14, 0.35, 2.56)  0.000
C (-0.43, 0.44, -6.38)  0.000
Ge (-0.14, -1.15, -5.28)  0.000
C (-1.68, -2.32, -5.00)  0.000
C (1.63, -1.99, -5.48)  0.000
Ge (-0.17, 0.10, -2.77)  -0.003
C (1.37, 1.03, -1.89)  0.001
C (1.27, 1.87, -0.76)  0.006
C (2.42, 2.45, -0.20)  -0.002
C (3.66, 2.22, -0.77)  0.003
C (3.77, 1.43, -1.92)  -0.002
C (2.65, 0.82, -2.45)  0.003
C (-1.73, 0.77, -1.75)  0.029
C (-2.76, -0.09, -1.33)  0.023
C (-3.92, 0.42, -0.77)  -0.002
C (-4.08, 1.80, -0.64)  0.035
C (-3.08, 2.66, -1.08)  0.006
C (-1.91, 2.15, -1.63)  0.011
H (-0.57, 0.08, -7.40)  0.000
H (0.44, 1.11, -6.38)  0.000
H (-1.32, 0.99, -6.08)  0.000
H (-1.78, -2.95, -5.89)  0.000
H (-2.59, -1.73, -4.90)  0.000
H (-1.56, -2.97, -4.13)  0.000
H (1.79, -2.07, -6.56)  0.000
H (1.67, -2.99, -5.06)  0.000
H (2.43, -1.37, -5.08)  0.000
H (0.30, 2.22, -0.42)  0.001
H (2.32, 3.11, 0.65)  0.000
H (4.54, 2.68, -0.34)  0.000
H (4.73, 1.30, -2.39)  0.000
H (2.75, 0.21, -3.34)  0.000
H (-2.66, -1.16, -1.47)  0.000
H (-4.70, -0.25, -0.46)  -0.001
H (-4.99, 2.20, -0.22)  0.001
H (-3.21, 3.73, -1.00)  0.000
H (-1.16, 2.84, -2.01)  0.001

---

Q: The lowest E belongs to which entry?
A: C29H45Ge2N3RuS2Si